Entry 1:
{
  "formula": "C39H27BrF4N2O6PReSbSe4",
  "method": "the ωB97M-V functional and the def2-TZVPD basis",
  "species": ["H", "C", "H", "H", "C", "N", "H", "C", "C", "C", "Se", "Re", "H", "H", "H", "F", "C", "C", "O", "H", "C", "C", "F", "Se", "H", "F", "O", "H", "C", "Sb", "H", "C", "H", "H", "C", "O", "H", "C", "C", "C", "C", "C", "C", "C", "H", "O", "C", "O", "C", "H", "C", "C", "H", "C", "C", "C", "H", "C", "Br", "H", "C", "Se", "Se", "C", "H", "C", "C", "H", "H", "H", "C", "C", "O", "C", "P", "C", "C", "H", "H", "N", "C", "H", "C", "H", "F", "C"],
  "xyz": [[2.785, -1.725, 1.974], [-2.341, 3.002, 0.266], [-6.996, 0.803, -1.993], [4.095, -5.182, -2.561], [-2.662, -0.504, -1.429], [3.126, -7.532, -1.820], [-6.994, 2.500, -1.468], [-3.507, 4.638, -1.033], [4.407, 0.378, 0.966], [1.147, -2.973, 2.534], [-1.687, 3.428, -3.536], [1.343, 0.432, -0.921], [-1.677, -1.000, -5.111], [-0.334, -4.854, -0.368], [-3.685, 0.739, 1.475], [6.649, -0.090, 0.461], [3.411, 0.767, 1.857], [2.528, -3.849, -1.900], [-5.240, 1.405, -1.195], [-0.136, 0.136, -3.579], [1.209, 4.697, 2.652], [-6.416, 1.718, -1.959], [7.351, 0.483, 3.008], [2.318, 4.896, -4.996], [3.017, -2.952, -2.253], [2.892, 1.318, 4.089], [4.214, -7.530, -2.348], [-3.355, -1.250, 0.522], [0.603, -2.489, -1.038], [0.440, 3.854, -4.242], [-1.155, 3.321, 4.648], [3.799, 1.015, 3.171], [-6.146, 2.021, -2.971], [1.777, -3.834, 2.711], [-1.085, -0.217, -3.211], [1.345, -1.384, -1.467], [-0.393, 1.290, 3.517], [6.098, 0.569, 2.646], [-3.294, 2.070, -0.099], [3.134, -5.080, -2.081], [-2.441, 4.300, -0.209], [-4.366, 2.388, -0.944], [-0.221, -3.050, 2.758], [-1.960, -0.866, -4.075], [-1.716, 5.044, 0.091], [-0.554, 0.470, -0.934], [1.233, -6.164, -1.020], [2.526, -8.497, -1.407], [5.730, 0.280, 1.334], [-5.286, 3.995, -2.040], [2.473, -6.207, -1.633], [0.902, -0.659, 1.900], [1.697, 5.643, 2.457], [-0.481, -0.761, 2.076], [-3.508, -1.200, -2.289], [1.283, -3.774, -1.277], [-0.656, -3.973, 3.117], [-4.455, 3.698, -1.416], [3.973, -0.103, -0.813], [-0.142, 5.509, 4.106], [0.635, -4.931, -0.841], [2.198, 1.493, -3.068], [2.012, 2.760, -1.169], [-1.034, -1.945, 2.527], [-1.541, 2.724, 0.940], [5.127, 0.931, 3.568], [0.027, 2.242, 3.228], [-3.833, -1.894, -4.289], [-2.098, -2.018, 2.714], [0.765, -7.083, -0.700], [0.183, 4.618, 3.585], [-3.114, -0.360, -0.054], [-0.470, -2.335, -0.530], [-0.393, 3.391, 3.883], [1.668, 0.884, 1.390], [-1.418, -0.036, -1.880], [1.712, -1.782, 2.111], [2.493, 3.623, 1.333], [-4.442, -1.598, -1.914], [-3.319, 0.766, 0.527], [-3.168, -1.365, -3.620], [-3.614, 5.658, -1.381], [1.637, 3.554, 1.996], [-1.110, 0.094, 1.872], [5.458, 1.182, 4.813], [1.025, 2.324, 2.257]],
  "forces_ev_per_a": [[-0.01, 0.00, 0.00], [-0.01, 0.06, 0.06], [0.00, 0.00, 0.00], [0.00, 0.00, 0.00], [0.04, 0.05, -0.04], [0.05, 0.03, 0.13], [0.00, 0.00, 0.00], [0.00, 0.02, -0.04], [-0.04, 0.03, 0.03], [0.02, 0.00, -0.01], [-0.02, 0.03, 0.00], [-0.17, 0.09, 0.06], [0.01, 0.01, 0.01], [0.00, 0.00, 0.00], [0.01, 0.01, 0.02], [0.01, -0.01, 0.01], [0.02, 0.00, -0.03], [0.01, 0.01, 0.00], [-0.02, -0.04, 0.00], [0.09, 0.03, -0.03], [0.02, 0.00, -0.01], [-0.02, 0.01, -0.02], [0.00, 0.00, 0.00], [-0.03, 0.08, -0.06], [0.00, -0.01, 0.00], [0.04, 0.00, 0.03], [-0.05, -0.01, -0.03], [-0.01, -0.01, -0.01], [0.09, 0.06, -0.02], [0.26, -0.47, 0.08], [0.00, 0.00, 0.00], [-0.06, 0.01, -0.04], [0.00, 0.00, 0.01], [0.00, 0.00, 0.00], [0.00, 0.04, 0.02], [-0.19, -0.13, 0.01], [0.00, -0.01, -0.01], [0.00, 0.00, 0.02], [0.05, 0.01, 0.02], [0.00, -0.01, -0.01], [0.00, -0.02, 0.05], [0.01, 0.02, 0.02], [-0.03, 0.02, 0.00], [0.06, 0.03, -0.03], [-0.01, 0.00, -0.02], [0.15, -0.22, -0.20], [0.00, -0.01, 0.00], [0.00, 0.02, -0.06], [-0.02, 0.00, -0.01], [0.02, 0.00, -0.01], [0.00, -0.01, -0.05], [0.00, -0.03, 0.00], [0.00, 0.00, 0.00], [0.00, 0.00, 0.02], [0.01, -0.02, 0.01], [-0.01, -0.01, 0.00], [0.00, 0.00, 0.00], [-0.01, -0.01, -0.02], [0.05, -0.02, 0.03], [0.00, 0.00, 0.00], [0.00, 0.00, 0.01], [-0.30, 0.10, -0.67], [0.12, 0.32, 0.59], [0.01, -0.02, 0.02], [0.03, -0.04, 0.03], [0.04, -0.01, 0.02], [-0.01, -0.02, -0.02], [0.00, 0.01, 0.00], [0.01, 0.00, 0.00], [0.00, 0.00, 0.00], [-0.01, 0.00, 0.01], [-0.04, 0.07, -0.04], [0.05, -0.03, 0.01], [0.01, 0.00, -0.01], [0.07, 0.06, 0.12], [-0.20, 0.01, 0.13], [0.00, -0.01, 0.01], [0.00, -0.01, -0.02], [0.00, 0.01, 0.00], [0.02, -0.03, -0.01], [-0.04, -0.03, 0.00], [0.00, -0.01, 0.00], [-0.02, 0.00, -0.02], [0.00, 0.01, -0.01], [0.00, 0.00, 0.00], [-0.02, 0.00, -0.02]],
  "e_lumo_ev": [-10.05, -10.05],
  "total_charge": 3,
  "de_lowest_kcal_mol": 24.9,
  "gap_ev": [6.04, 6.04],
  "homo_energy_ha": [-0.5913, -0.5913],
  "energy_ev": -416371.431,
  "mol_weight_g_mol": 1430.330
}



Entry 2:
{
  "formula": "C27H40BI2N10OPS2Te4Ti",
  "method": "the ωB97M-V functional and the def2-TZVPD basis",
  "species": ["H", "P", "C", "I", "C", "C", "H", "H", "C", "H", "Ti", "H", "H", "C", "H", "H", "C", "C", "H", "N", "S", "H", "H", "H", "S", "H", "H", "H", "C", "N", "Te", "H", "N", "C", "H", "H", "N", "C", "H", "C", "C", "O", "C", "N", "N", "H", "N", "C", "H", "B", "H", "N", "C", "H", "H", "C", "C", "H", "H", "H", "C", "Te", "H", "C", "H", "Te", "C", "H", "N", "H", "H", "C", "H", "N", "I", "C", "Te", "C", "H", "H", "C", "H", "C", "H", "C", "C", "H", "H", "H"],
  "xyz": [[0.211, -5.526, 2.587], [1.477, 0.144, -0.420], [-4.779, 2.896, -2.000], [-4.202, -1.953, -1.139], [-0.304, -0.011, -5.729], [-1.138, -2.551, 2.709], [-2.160, 4.427, -0.402], [3.182, -0.744, 2.499], [-0.142, -4.560, 2.910], [-1.698, 3.049, -3.345], [-0.570, 0.586, -1.188], [0.373, -4.252, 5.019], [2.802, 1.281, 1.239], [1.708, -0.997, 5.938], [2.849, -0.380, -2.470], [5.399, -1.587, -0.222], [0.826, 0.720, -5.297], [-1.060, -3.975, 0.646], [-4.723, 3.460, -2.933], [-0.667, -2.682, 3.999], [-1.984, -1.281, 1.957], [-2.260, 4.583, -2.128], [-3.000, 2.243, -3.917], [-4.184, 3.068, 0.729], [-0.166, 1.179, 0.827], [4.893, -0.228, -1.260], [1.005, -0.948, 1.750], [-1.681, -0.982, 5.128], [-3.573, 2.373, 0.145], [0.566, -0.734, 5.191], [2.480, 3.846, 0.133], [-3.644, 5.006, -1.131], [1.889, 0.956, 4.996], [2.539, 0.053, 5.830], [4.423, -1.869, 1.926], [1.699, -1.646, -2.080], [3.555, -1.818, -1.148], [-2.402, -1.226, -5.042], [3.518, 0.248, 6.238], [3.050, -2.751, -0.143], [0.667, 0.481, 4.592], [-1.004, -1.163, -1.135], [3.575, -1.250, 1.614], [0.247, 0.350, -3.010], [-2.531, 1.891, -1.967], [-0.124, -4.196, 0.128], [-2.185, 2.170, -3.317], [3.081, 0.769, 0.315], [2.252, 2.980, 5.487], [-0.689, -1.649, 5.208], [-4.037, 1.385, 0.191], [4.068, -0.258, 0.658], [-0.063, -3.926, 4.089], [-4.244, -1.994, -4.229], [1.828, -1.924, 6.477], [-1.172, -0.572, -4.787], [-1.534, -1.075, -2.361], [3.420, 2.240, 4.372], [-2.606, 2.335, 0.636], [-5.131, 1.881, -2.203], [1.055, 0.904, -3.965], [0.539, 2.669, -0.829], [-5.523, 3.383, -1.364], [2.443, -0.973, -1.648], [-0.619, -2.347, 6.205], [0.866, 7.835, -2.287], [-3.425, 2.882, -1.284], [3.863, -3.427, 0.149], [2.545, -2.115, 1.066], [2.246, -3.343, -0.586], [3.585, 1.424, -0.384], [-2.830, 4.285, -1.249], [1.753, 2.641, 3.849], [-0.825, -3.722, 2.044], [-3.065, -1.513, -7.023], [2.367, 2.268, 4.662], [1.018, 5.355, -1.366], [1.353, -1.301, 0.778], [1.494, 1.185, -6.013], [1.856, 1.536, -3.609], [-2.848, -1.551, -2.698], [-1.754, -4.808, 0.502], [-3.250, -1.625, -4.011], [-1.505, -3.083, 0.211], [-0.807, -0.434, -3.404], [4.553, -0.963, -0.526], [-3.062, 1.023, -1.984], [0.580, -1.961, 0.391], [-0.524, -0.117, -6.783]],
  "forces_ev_per_a": [[0.01, 0.04, 0.08], [5.12, -6.13, 0.36], [-0.02, 0.16, 0.08], [0.17, 0.03, -0.24], [-0.01, -0.11, 0.02], [-0.01, -0.10, 0.35], [0.06, -0.12, 0.03], [-0.04, 0.05, -0.01], [-0.16, -0.26, -0.53], [0.33, 0.22, -0.01], [-3.53, -1.58, -4.83], [-0.01, 0.03, -0.07], [0.18, 0.27, 0.06], [-0.37, -0.48, -0.01], [-0.09, 0.06, -0.08], [0.02, 0.05, 0.01], [-0.35, 0.02, 0.37], [-0.19, -0.11, -0.13], [-0.05, -0.08, -0.04], [-0.07, -0.23, -1.12], [0.06, -0.09, 0.69], [-0.14, -0.09, -0.18], [-0.13, 0.03, 0.08], [-0.09, -0.06, -0.10], [-1.36, 1.61, 4.98], [0.04, -0.01, 0.00], [-0.19, 0.18, -0.02], [-0.07, -0.02, 0.08], [-0.26, 0.17, 0.10], [0.54, 0.16, 0.23], [4.56, 0.78, 3.01], [0.05, -0.02, -0.04], [-0.24, -0.58, 0.10], [0.29, 0.48, -0.16], [0.01, 0.04, -0.06], [-0.07, 0.03, -0.10], [-0.35, 0.32, 0.24], [-0.09, -0.09, -0.10], [-0.05, -0.08, 0.03], [0.13, -0.05, 0.12], [-0.12, 0.30, -0.12], [-0.10, -2.29, 0.24], [0.03, -0.09, 0.14], [-0.72, -0.28, -0.02], [0.29, 0.07, 0.34], [0.04, -0.03, 0.05], [-0.23, -0.21, -0.22], [0.01, 0.04, 0.56], [0.07, -0.15, 0.10], [-0.11, -0.16, -0.43], [0.03, -0.05, -0.02], [-0.34, -0.16, -0.12], [0.00, 0.42, 0.47], [0.03, -0.03, -0.07], [-0.01, 0.08, 0.02], [-0.14, 0.43, -0.47], [-0.29, -0.09, -0.97], [-0.01, 0.02, -0.09], [0.09, -0.13, 0.02], [0.01, -0.02, -0.01], [0.40, 0.27, -0.30], [-1.38, 2.80, -1.17], [0.04, 0.02, -0.06], [0.09, -0.03, -0.42], [-0.03, 0.01, 0.07], [0.48, 0.70, -0.07], [-0.09, -0.22, 0.12], [0.01, 0.03, -0.06], [0.02, 0.37, -0.40], [0.00, 0.00, -0.03], [-0.11, 0.30, -0.08], [0.08, 0.27, 0.18], [0.05, -0.02, -0.23], [0.31, 0.43, 0.68], [0.08, 0.09, 0.26], [-0.03, 0.26, 0.05], [-2.04, 3.59, -2.26], [-0.08, -0.47, 0.50], [-0.03, -0.04, 0.01], [0.15, -0.08, 0.08], [-0.30, -0.01, 0.35], [0.04, -0.02, 0.08], [0.06, 0.04, 0.19], [0.03, 0.06, 0.02], [0.23, -0.26, 0.08], [-0.03, -0.05, 0.00], [-0.06, -0.20, -0.16], [-0.11, 0.05, -0.05], [0.08, -0.04, 0.04]],
  "e_lumo_ev": [3.27, 3.27],
  "total_charge": -2,
  "gap_ev": [4.15, 4.15],
  "homo_energy_ha": [-0.0324, -0.0324],
  "energy_ev": -145719.323,
  "mol_weight_g_mol": 1438.681
}